No. 1
C6H14 | the ωB97M-V functional and the def2-TZVPD basis

Geometry (Å):
C (0.567, -1.479, -1.750)
C (-0.743, -1.544, -0.991)
C (-1.060, -0.242, -0.304)
C (-0.718, 0.036, 1.115)
C (-0.363, 1.532, 1.480)
C (0.839, 1.969, 0.628)
H (0.665, -0.573, -2.342)
H (1.452, -1.369, -0.956)
H (0.794, -2.438, -2.241)
H (-1.505, -1.722, -1.751)
H (-0.754, -2.384, -0.276)
H (-2.026, 0.168, -0.568)
H (2.269, -1.176, -0.453)
H (0.095, -0.492, 1.614)
H (-1.628, -0.180, 1.720)
H (-1.244, 2.164, 1.373)
H (-0.048, 1.533, 2.520)
H (0.761, 1.511, -0.359)
H (1.741, 1.653, 1.154)
H (0.906, 3.033, 0.389)

Atoms 1-3, force components in eV/Å:
C -0.2 -1.2 -0.8
C 0.1 1.3 1.4
C -0.4 -1.5 0.2

Results
- 2S+1 = 1
- total energy (a.u.) = -236.74295
- energy above the lowest of the compared OMol25 structures with the same formula, charge and spin (eV) = 7.305
- frontier orbital gap (eV) = 4.7207


No. 2
C6H14 | the ωB97M-V functional and the def2-TZVPD basis

Geometry (Å):
C (-1.343, 0.551, 2.442)
C (-0.897, 0.722, 0.981)
C (0.254, -0.194, 0.560)
C (0.743, 0.055, -0.874)
C (1.861, -0.917, -1.254)
C (-0.397, -0.037, -1.892)
H (-0.980, -0.394, 2.862)
H (-2.434, 0.537, 2.511)
H (-0.985, 1.355, 3.092)
H (-1.752, 0.517, 0.329)
H (-0.612, 1.766, 0.786)
H (-0.077, -1.241, 0.649)
H (1.101, -0.084, 1.254)
H (1.150, 1.078, -0.909)
H (2.230, -0.713, -2.267)
H (2.711, -0.849, -0.565)
H (1.494, -1.951, -1.234)
H (-0.018, 0.079, -2.914)
H (-0.893, -1.015, -1.823)
H (-1.156, 0.735, -1.734)

Atoms 1-3, force components in eV/Å:
C 0.0 0.0 0.1
C 0.0 0.0 -0.1
C 0.0 0.0 0.0

Results
- structure (SMILES) = CCCC(C)C
- 2S+1 = 1
- total energy (a.u.) = -237.00649
- energy above the lowest of the compared OMol25 structures with the same formula, charge and spin (eV) = 0.134
- frontier orbital gap (eV) = 12.1723


No. 3
C6H14 | the ωB97M-V functional and the def2-TZVPD basis

Geometry (Å):
C (2.000, 0.133, -0.009)
C (0.624, -0.309, 0.531)
C (0.120, 0.662, 1.699)
C (-0.354, -0.549, -0.666)
C (-1.666, -1.144, -0.171)
C (-0.600, 0.745, -1.459)
H (2.391, -0.446, -0.864)
H (1.914, 1.166, -0.368)
H (2.770, 0.110, 0.766)
H (0.641, -1.123, 1.244)
H (-0.222, 1.606, 1.289)
H (0.940, 0.860, 2.416)
H (-0.693, 0.260, 2.343)
H (0.076, -1.270, -1.391)
H (-2.146, -0.448, 0.525)
H (-1.480, -2.087, 0.355)
H (-2.367, -1.341, -0.990)
H (0.306, 1.113, -1.955)
H (-1.356, 0.597, -2.240)
H (-0.965, 1.537, -0.796)

Atoms 1-3, force components in eV/Å:
C -0.1 0.1 0.2
C -0.4 0.7 0.9
C 0.0 0.2 -0.6

Results
- structure (SMILES) = CC(C)C(C)C
- 2S+1 = 1
- total energy (a.u.) = -236.99209
- energy above the lowest of the compared OMol25 structures with the same formula, charge and spin (eV) = 0.526
- frontier orbital gap (eV) = 11.6768


No. 4
C6H14AlO3 | the ωB97M-V functional and the def2-TZVPD basis

Geometry (Å):
C (1.033, -2.787, 1.364)
C (-0.338, -3.090, 0.498)
C (-0.578, -1.852, -0.590)
O (-1.177, -0.742, 0.167)
C (-1.086, 0.535, -0.558)
C (0.361, 1.235, -0.117)
C (0.703, 2.196, -1.401)
O (-0.217, 3.370, -1.272)
Al (-0.254, 3.691, 0.590)
O (-0.012, 1.881, 1.150)
H (0.773, -2.123, 2.311)
H (1.453, -3.844, 1.729)
H (1.875, -2.273, 0.717)
H (-0.323, -4.132, -0.043)
H (-1.235, -3.043, 1.281)
H (-1.246, -2.261, -1.467)
H (0.466, -1.504, -1.007)
H (-1.916, 1.311, -0.195)
H (-1.177, 0.342, -1.709)
H (1.180, 0.399, -0.136)
H (0.567, 1.495, -2.327)
H (1.770, 2.684, -1.506)
H (-1.637, 4.130, 1.239)
H (1.015, 4.382, 1.280)

Atoms 1-3, force components in eV/Å:
C -0.2 -0.9 0.2
C 0.0 1.5 0.3
C 0.4 -0.7 1.0

Results
- 2S+1 = 1
- total energy (a.u.) = -705.14569
- total charge = -1
- energy above the lowest of the compared OMol25 structures with the same formula, charge and spin (eV) = 2.913
- frontier orbital gap (eV) = 7.8928


No. 5
C6H14BO5PS | the ωB97M-V functional and the def2-TZVPD basis

Geometry (Å):
C (0.595, 1.321, -2.875)
C (-0.735, 0.551, -2.699)
B (-0.437, -0.704, -1.818)
O (0.368, -1.694, -2.310)
C (-1.059, -0.897, -0.368)
O (-1.837, 0.196, 0.162)
S (-2.188, -0.113, 1.692)
O (-1.833, 1.021, 2.469)
O (-3.490, -0.663, 1.818)
O (-1.122, -1.292, 1.896)
C (-0.168, -1.273, 0.799)
P (1.386, -0.285, 0.994)
C (1.816, -0.694, 2.732)
C (0.918, 1.493, 1.082)
H (1.270, 0.779, -3.531)
H (1.095, 1.469, -1.916)
H (0.399, 2.312, -3.278)
H (-1.121, 0.262, -3.676)
H (-1.443, 1.204, -2.191)
H (0.884, -2.119, -1.621)
H (-1.730, -1.762, -0.492)
H (0.202, -2.285, 0.629)
H (0.912, -0.939, 3.290)
H (2.442, -1.583, 2.722)
H (2.331, 0.137, 3.200)
H (0.032, 1.716, 0.497)
H (0.755, 1.786, 2.116)
H (1.757, 2.056, 0.677)

Atoms 1-3, force components in eV/Å:
C -0.2 0.0 0.1
C 0.2 -0.1 0.3
B -0.1 0.4 -0.2

Results
- structure (SMILES) = CCB(O)[C@@H]1OS(=O)(=O)O[C@@H]1P(C)C
- 2S+1 = 1
- total energy (a.u.) = -1377.63930
- frontier orbital gap (eV) = 9.5284


No. 6
C6H14Br3NP | the ωB97M-V functional and the def2-TZVPD basis

Geometry (Å):
C (-1.802, 1.821, 0.020)
C (-2.037, -1.530, -1.195)
C (-1.087, 0.563, 0.616)
C (-1.153, -0.388, -1.611)
C (2.499, 0.538, 1.377)
C (0.873, -0.921, 0.135)
N (-0.221, -0.056, -0.440)
P (3.874, -0.550, 1.183)
Br (2.534, 2.272, 0.679)
Br (0.415, -2.368, 1.393)
Br (2.121, -1.628, -1.249)
H (-1.153, 2.441, -0.521)
H (-2.726, 1.495, -0.576)
H (-2.241, 2.371, 0.954)
H (-2.923, -1.328, -0.438)
H (-2.624, -1.944, -2.021)
H (-1.545, -2.275, -0.665)
H (-1.667, -0.276, 1.091)
H (-0.462, 0.945, 1.415)
H (-1.602, 0.507, -1.749)
H (-0.542, -0.633, -2.483)
H (1.705, 0.495, 2.165)
H (0.321, 0.719, -0.929)
H (4.808, 0.185, 0.491)
H (4.637, -0.455, 2.361)

Atoms 1-3, force components in eV/Å:
C -3.7 -2.0 2.9
C -3.9 1.0 0.5
C 0.0 0.6 0.5

Results
- 2S+1 = 1
- total energy (a.u.) = -8354.73503
- total charge = +1
- energy above the lowest of the compared OMol25 structures with the same formula, charge and spin (eV) = 0.000
- frontier orbital gap (alpha / beta) (eV) = 7.3839 / 7.3852


No. 7
C6H14F6LiN5O8S2 | the ωB97M-V functional and the def2-TZVPD basis

Geometry (Å):
Li (0.181, 0.175, 0.462)
C (2.393, 0.135, 3.235)
F (3.072, 1.151, 2.745)
F (2.981, -0.338, 4.314)
F (1.181, 0.538, 3.559)
S (2.314, -1.270, 1.933)
O (2.939, -0.679, 0.771)
O (2.895, -2.457, 2.490)
N (0.616, -1.332, 1.645)
S (0.047, -2.688, 2.208)
O (0.215, -3.855, 1.372)
O (0.253, -2.848, 3.638)
C (-1.792, -2.284, 2.036)
F (-2.072, -1.146, 2.639)
F (-2.150, -2.193, 0.754)
F (-2.496, -3.237, 2.601)
C (1.969, 2.507, 0.019)
C (1.671, 2.572, -1.466)
O (0.818, 3.737, -1.590)
O (0.848, 2.120, 0.835)
H (2.275, 3.492, 0.373)
H (2.824, 1.858, 0.229)
H (1.133, 1.732, -1.913)
H (2.585, 2.702, -2.054)
H (0.391, 3.736, -2.452)
H (0.662, 2.881, 1.384)
C (-0.116, -1.408, -2.324)
O (0.268, -0.728, -1.366)
N (-0.037, -1.029, -3.629)
N (-0.735, -2.608, -2.093)
H (-0.556, -1.576, -4.285)
H (0.298, -0.094, -3.761)
H (-0.811, -3.229, -2.879)
H (-0.890, -2.948, -1.163)
C (-2.515, 1.058, -0.713)
O (-1.553, 1.004, 0.067)
N (-2.718, 2.118, -1.559)
N (-3.427, 0.081, -0.762)
H (-2.087, 2.894, -1.602)
H (-3.674, 2.303, -1.810)
H (-3.182, -0.789, -0.321)
H (-4.019, -0.059, -1.566)

Atoms 1-3, force components in eV/Å:
Li -0.4 0.3 -0.5
C -0.4 -1.4 -0.3
F 0.4 0.5 -0.1

Results
- 2S+1 = 1
- total energy (a.u.) = -2515.96334
- energy above the lowest of the compared OMol25 structures with the same formula, charge and spin (eV) = 0.018
- frontier orbital gap (eV) = 9.1830


No. 8
C6H14IN3O2P | the ωB97M-V functional and the def2-TZVPD basis

Geometry (Å):
C (-3.266, -0.393, -0.576)
C (-2.197, -1.339, -0.033)
C (-0.851, -1.337, -0.750)
I (-1.116, -1.558, -2.880)
C (0.020, -0.095, -0.517)
O (-0.604, 0.879, 0.287)
C (0.038, 2.086, 0.107)
N (1.494, 1.910, 0.420)
C (2.097, 0.782, 0.058)
N (3.372, 0.748, -0.280)
N (1.375, -0.415, 0.089)
P (1.310, -1.124, 1.697)
O (-0.016, -1.571, 2.109)
H (-3.763, -0.804, -1.451)
H (-4.026, -0.243, 0.188)
H (-2.870, 0.590, -0.827)
H (-2.015, -1.144, 1.024)
H (-2.575, -2.359, -0.095)
H (-0.272, -2.217, -0.492)
H (0.277, 0.364, -1.476)
H (-0.375, 2.833, 0.774)
H (-0.032, 2.424, -0.933)
H (2.045, 2.759, 0.345)
H (3.866, 1.572, -0.591)
H (3.878, -0.123, -0.233)
H (1.916, -0.106, 2.456)
H (2.287, -2.119, 1.579)

Atoms 1-3, force components in eV/Å:
C 0.0 0.0 0.2
C -0.2 -0.1 0.0
C 0.0 0.1 0.0

Results
- structure (SMILES) = CC[C@@H](I)[C@H]1OCNC(N)=[N+]1[PH2]=O
- 2S+1 = 1
- total energy (a.u.) = -1190.58309
- total charge = +1
- frontier orbital gap (eV) = 8.1875


No. 9
C6H14MgN2O3 | the ωB97M-V functional and the def2-TZVPD basis

Geometry (Å):
C (2.927, -0.518, 0.981)
C (2.821, -0.424, -0.578)
C (1.357, -0.454, -1.006)
C (0.754, 0.974, -1.052)
N (-0.081, 1.226, 0.111)
O (-1.387, 0.738, -0.040)
C (-1.854, 0.297, 1.185)
O (-1.227, 0.464, 2.195)
O (-2.979, -0.334, 1.096)
C (-3.510, -0.813, -0.184)
N (-4.227, 0.183, -0.916)
H (3.235, -1.495, 1.362)
H (3.681, 0.243, 1.323)
H (1.901, -0.325, 1.397)
H (3.381, -1.269, -0.985)
H (3.324, 0.484, -0.914)
H (1.226, -0.988, -1.949)
H (0.782, -1.029, -0.268)
H (0.235, 1.207, -1.980)
H (1.568, 1.700, -0.947)
H (0.290, 0.753, 0.927)
H (-2.703, -1.241, -0.784)
H (-4.173, -1.622, 0.119)
H (-4.391, 1.026, -0.380)
H (-3.759, 0.442, -1.774)
Mg (2.811, 0.776, 3.059)

Atoms 1-3, force components in eV/Å:
C -0.1 0.3 0.7
C 0.0 -0.2 0.1
C -0.2 0.1 -0.2

Results
- 2S+1 = 1
- total energy (a.u.) = -771.52242
- total charge = +2
- frontier orbital gap (eV) = 2.2798


No. 10
C6H14N2 | the ωB97M-V functional and the def2-TZVPD basis

Geometry (Å):
N (0.661, 0.857, -0.686)
C (1.969, 1.535, -0.563)
C (3.169, 1.536, 1.684)
C (2.277, 2.048, 0.837)
H (0.698, 0.436, -1.621)
H (-0.073, 1.578, -0.744)
H (1.973, 2.427, -1.231)
H (2.798, 0.850, -0.896)
H (3.315, 1.943, 2.666)
H (3.687, 0.647, 1.534)
H (1.727, 2.934, 1.217)
C (-3.348, -1.728, -1.282)
C (-2.127, -1.279, -0.565)
C (-1.534, -1.855, 0.509)
N (-0.293, -1.454, 1.029)
H (-3.947, -2.467, -0.735)
H (-3.962, -0.854, -1.450)
H (-3.095, -2.167, -2.301)
H (-1.556, -0.483, -1.082)
H (-2.055, -2.621, 1.125)
H (-0.295, -1.292, 2.016)
H (0.009, -0.590, 0.540)

Atoms 1-3, force components in eV/Å:
N 0.5 0.1 0.1
C 0.6 0.6 0.5
C -0.8 0.9 0.3

Results
- 2S+1 = 2
- total energy (a.u.) = -346.41457
- expectation value of S² = 0.75
- total charge = -1
- energy above the lowest of the compared OMol25 structures with the same formula, charge and spin (eV) = 0.906
- frontier orbital gap (alpha / beta) (eV) = 2.7160 / 8.3200